Density functional theory data (the ωB97M-V functional and the def2-TZVPD basis) for a gas-phase ion, C12H19N2 (charge +1).

Output
ΔE to the lowest compared entry with this formula, charge and spin in kcal/mol: 127.4
Total charge: +1
SMILES: C[C@@]12CCC[N@@+]13N[C@@]14CC[C@@H]1[C@@H](C2)[C@H]43
Kohn-Sham gap in hartree: 0.400
E_LUMO in eV: -2.30

Last column: Löwdin charge in e.
Atoms and positions in Å:
C: -0.103 -2.229 -1.869  -0.1236
C: -1.123 1.440 2.887  -0.0996
C: -0.328 0.201 3.233  -0.0579
C: 0.071 -0.922 -2.566  -0.1061
C: -0.837 1.153 -1.196  -0.0344
C: 0.706 -2.102 -0.487  -0.0868
C: -0.431 1.601 1.487  -0.0936
C: -1.271 0.962 0.265  -0.1630
C: -0.853 -0.401 0.730  -0.0390
C: 0.036 0.144 1.764  -0.4103
C: 0.354 0.137 -1.455  -0.3701
C: 1.655 0.895 -1.685  -0.0427
N: 1.266 -0.354 1.121  0.1808
N: 0.498 -0.679 -0.119  -0.1211
H: -1.073 -2.539 -1.471  0.1125
H: 0.322 -3.062 -2.435  0.1227
H: -2.250 1.118 2.652  0.1633
H: -1.101 2.248 3.561  0.0972
H: 0.545 0.499 3.746  0.1177
H: -0.850 -0.683 3.519  0.1170
H: 0.989 -0.812 -3.186  0.1333
H: -0.781 -0.706 -3.203  0.1256
H: -1.687 0.832 -1.794  0.1114
H: -0.455 2.275 -1.531  0.1895
H: 0.405 -2.720 0.460  0.1639
H: 1.773 -2.325 -0.661  0.1335
H: 0.179 2.505 1.475  0.1484
H: -2.296 1.220 0.476  0.1397
H: -1.367 -1.484 0.627  0.2103
H: 2.623 0.350 -1.678  0.1023
H: 1.721 1.751 -0.917  0.1091
H: 1.616 1.326 -2.700  0.1036
H: 2.048 0.360 0.949  0.1664

---

Density functional theory data (the ωB97M-V functional and the def2-TZVPD basis) for a molecular structure, C3H6BaO.

Output
ΔE to the lowest compared entry with this formula, charge and spin in kcal/mol: 0.0
Total charge: +1
Spin multiplicity: 2
Kohn-Sham gap (spin up / spin down) in hartree: 0.246 / 0.253
E_LUMO (spin up / spin down) in eV: -4.36 / -4.41

Last column: Löwdin charge in e.
Atoms and positions in Å:
C: -0.093 1.014 1.106  -0.4786
C: 0.371 0.767 -0.320  -0.3655
O: -0.587 -0.338 -0.666  -0.5061
C: -0.028 -1.602 -0.568  -0.0074
Ba: -2.509 0.783 0.591  1.8355
H: 0.389 -0.149 1.511  0.1375
H: 1.371 0.320 -0.192  0.0954
H: 0.664 1.323 -1.222  0.1243
H: -0.748 -2.414 -0.677  0.0690
H: 0.951 -1.700 -1.042  0.0847
H: 0.219 1.996 1.479  0.0111

---

Density functional theory data (the ωB97M-V functional and the def2-TZVPD basis) for a single C20H24N2O3S molecule.

Output
ΔE to the lowest compared entry with this formula, charge and spin in kcal/mol: 35.2
SMILES: Cc1ccc(NS(=O)(=O)c2ccc(CCC(=O)N3CCCC3)cc2)cc1
Kohn-Sham gap in hartree: 0.325
E_LUMO in eV: 0.58

Last column: Löwdin charge in e.
Atoms and positions in Å:
C: 1.047 0.632 7.603  -0.0567
C: 0.913 -0.203 6.365  -0.2897
C: 0.494 -1.525 6.439  -0.0486
C: 0.394 -2.306 5.304  -0.0249
C: 0.706 -1.774 4.056  -0.2932
C: 1.123 -0.451 3.971  -0.0200
C: 1.228 0.316 5.116  -0.0326
H: 1.559 1.341 5.034  0.1141
H: 1.376 -0.033 3.010  0.0933
N: 0.558 -2.541 2.904  -0.0643
S: 1.436 -2.285 1.494  0.6648
O: 1.225 -3.483 0.734  -0.2886
O: 2.781 -1.884 1.783  -0.2743
C: 0.554 -0.939 0.726  -0.3006
C: -0.821 -1.012 0.635  -0.0503
C: -1.510 0.015 0.016  -0.0194
C: -0.828 1.107 -0.515  -0.2154
C: 0.558 1.158 -0.413  -0.0062
C: 1.252 0.134 0.208  -0.0431
H: 2.327 0.150 0.301  0.1178
H: 1.088 1.994 -0.844  0.1144
C: -1.583 2.181 -1.244  -0.1397
H: -2.537 2.370 -0.748  0.1182
H: -0.999 3.101 -1.262  0.1178
C: -1.842 1.743 -2.691  -0.0881
C: -0.558 1.798 -3.508  -0.4564
O: 0.400 2.478 -3.186  0.0566
N: -0.550 1.064 -4.636  -0.0535
C: -1.607 0.213 -5.145  -0.1595
C: -1.112 -0.203 -6.530  -0.1647
H: -1.400 0.544 -7.270  0.1137
C: 0.406 -0.209 -6.359  -0.1639
C: 0.638 1.010 -5.475  -0.1392
H: 0.713 1.928 -6.069  0.1299
H: 1.528 0.938 -4.846  0.1248
H: 0.722 -1.115 -5.842  0.1153
H: 0.937 -0.141 -7.306  0.1104
H: -1.510 -1.169 -6.836  0.1101
H: -1.732 -0.667 -4.501  0.1260
H: -2.558 0.749 -5.191  0.1220
H: -2.565 2.416 -3.159  0.1285
H: -2.253 0.733 -2.704  0.1086
H: -2.587 -0.029 -0.057  0.1185
H: -1.332 -1.868 1.047  0.1157
H: 0.337 -3.514 3.046  0.1197
H: 0.069 -3.334 5.379  0.1096
H: 0.246 -1.954 7.400  0.1114
H: 2.049 0.525 8.020  0.0825
H: 0.887 1.684 7.380  0.0747
H: 0.332 0.319 8.361  0.0745

---

Density functional theory data (the ωB97M-V functional and the def2-TZVPD basis) for 41 unconnected molecules or ions with the total composition F6H80O40P.

Output
ΔE to the lowest compared entry with this formula, charge and spin in kcal/mol: 0.0
Total charge: -1
Kohn-Sham gap in hartree: 0.319
E_LUMO in eV: 0.87

Last column: Löwdin charge in e.
Atoms and positions in Å:
P: 0.043 0.269 -0.139  0.3041
F: -1.257 -0.286 -0.943  -0.1207
F: -0.004 -1.089 0.702  -0.1428
F: 1.038 -0.501 -1.258  -0.1481
F: 1.350 0.788 0.676  -0.1339
F: 0.132 1.712 -0.922  -0.1525
F: -0.894 0.993 0.996  -0.1390
O: 1.991 -3.720 -2.522  -0.0390
H: 2.411 -3.560 -1.677  0.0056
H: 1.187 -4.192 -2.305  0.0232
O: 5.207 -0.538 0.769  -0.0471
H: 5.988 -0.485 0.217  0.0495
H: 4.837 0.344 0.747  -0.0281
O: 3.964 1.814 0.617  -0.0485
H: 3.181 2.035 0.111  0.0164
H: 3.736 2.034 1.520  0.0300
O: 2.208 3.242 -1.210  -0.0407
H: 1.596 2.506 -1.235  0.0088
H: 1.694 3.970 -0.859  0.0343
O: 1.019 -0.727 5.639  -0.0316
H: 1.766 -0.696 5.041  0.0147
H: 1.343 -0.333 6.448  0.0476
O: -3.090 3.605 -3.770  -0.0557
H: -2.613 2.898 -3.336  -0.0205
H: -2.892 4.384 -3.249  0.0155
O: 1.289 2.248 4.602  -0.0237
H: 0.343 2.123 4.528  0.0246
H: 1.404 2.740 5.415  0.0703
O: 2.143 -4.493 4.643  -0.0519
H: 1.833 -3.711 4.186  -0.0169
H: 1.347 -4.910 4.972  0.0336
O: -4.346 1.210 -0.860  -0.0161
H: -4.991 1.906 -0.732  0.0931
H: -4.118 0.929 0.027  0.0382
O: 5.116 -3.121 -3.758  -0.0664
H: 4.601 -2.985 -2.962  0.0037
H: 5.402 -2.244 -4.012  0.0023
O: -1.328 -5.922 -0.405  -0.0423
H: -1.008 -5.067 -0.116  0.0026
H: -2.166 -6.029 0.045  0.0262
O: -0.392 -0.114 -5.650  -0.0337
H: 0.362 0.123 -6.191  0.0817
H: -1.151 0.166 -6.162  0.0547
O: 2.216 -1.183 -4.375  -0.0286
H: 2.176 -1.927 -3.773  0.0383
H: 1.412 -1.249 -4.891  0.0379
O: -2.046 -1.479 2.563  -0.0494
H: -1.603 -2.286 2.824  -0.0063
H: -1.484 -1.104 1.885  0.0106
O: -4.495 -2.305 3.790  -0.0437
H: -4.017 -3.030 4.191  0.0090
H: -3.872 -1.918 3.175  -0.0285
O: -4.066 -0.146 -3.117  -0.0435
H: -4.226 0.337 -2.306  -0.0174
H: -4.879 -0.626 -3.275  0.0560
O: 2.525 4.062 -4.257  -0.0738
H: 2.437 4.260 -3.325  -0.0063
H: 2.256 3.146 -4.334  -0.0268
O: -2.200 -4.376 2.829  -0.0238
H: -1.860 -5.262 2.704  0.0602
H: -2.461 -4.347 3.750  0.0405
O: -1.587 3.491 4.696  -0.0478
H: -1.744 2.554 4.812  -0.0259
H: -2.201 3.914 5.297  0.0605
O: -2.459 4.471 2.249  -0.0644
H: -2.239 3.874 2.964  -0.0278
H: -2.336 3.950 1.455  -0.0223
O: -2.323 -4.542 -3.200  -0.0575
H: -1.612 -3.902 -3.233  -0.0225
H: -2.015 -5.210 -2.587  0.0027
O: -3.695 5.516 -0.784  -0.0620
H: -3.087 6.106 -0.339  0.0231
H: -3.383 4.638 -0.564  -0.0372
O: -2.536 3.112 -0.323  -0.0427
H: -1.681 2.739 -0.538  0.0366
H: -3.161 2.424 -0.548  -0.0024
O: -4.508 0.302 1.971  -0.0178
H: -3.648 -0.022 2.240  0.0051
H: -4.775 0.888 2.679  0.0557
O: -3.254 -0.513 -5.806  -0.0403
H: -3.435 -0.063 -4.981  -0.0059
H: -3.946 -1.171 -5.877  0.0457
O: 2.201 -0.819 2.818  -0.0311
H: 2.033 -0.693 1.884  0.0180
H: 2.900 -0.199 3.022  0.0263
O: 4.544 -0.378 -3.402  -0.0473
H: 4.423 0.296 -2.733  0.0044
H: 3.656 -0.604 -3.679  -0.0316
O: -0.359 -3.168 -1.151  -0.0488
H: -0.440 -2.650 -0.350  0.0140
H: -0.530 -2.545 -1.858  -0.0118
O: 0.501 5.714 -0.786  -0.0267
H: 0.183 6.221 -1.533  0.0467
H: 0.013 6.059 -0.038  0.0405
O: -1.022 -1.987 -3.582  -0.0279
H: -1.948 -1.745 -3.593  0.0448
H: -0.590 -1.306 -4.097  0.0056
O: 3.777 1.614 3.581  -0.0323
H: 4.203 1.151 4.302  0.0580
H: 2.903 1.822 3.912  -0.0119
O: 1.717 1.557 -3.746  -0.0346
H: 1.930 0.661 -4.006  0.0039
H: 0.848 1.492 -3.349  0.0031
O: 0.397 -2.704 3.351  -0.0523
H: -0.043 -2.422 4.153  0.0362
H: 1.068 -2.039 3.199  -0.0149
O: -1.678 0.878 4.921  -0.0249
H: -2.436 0.427 5.292  0.0697
H: -1.063 0.176 4.707  0.0337
O: 4.652 2.332 -2.019  -0.0463
H: 3.845 2.813 -1.838  -0.0185
H: 4.955 2.039 -1.160  0.0070
O: -1.087 1.388 -3.505  -0.0337
H: -1.537 0.870 -2.837  0.0180
H: -1.019 0.803 -4.259  -0.0067
O: 2.919 -2.158 -0.111  -0.0324
H: 3.632 -1.554 0.096  0.0029
H: 2.234 -1.603 -0.484  -0.0136
O: 2.873 -4.892 1.596  -0.0472
H: 2.346 -4.337 1.021  0.0023
H: 2.547 -4.704 2.476  -0.0164
O: 1.266 5.195 3.109  -0.0424
H: 1.799 5.669 3.747  0.0265
H: 1.112 4.340 3.511  -0.0097
O: -4.416 -3.951 0.615  -0.0475
H: -3.732 -3.610 0.040  0.0248
H: -4.043 -3.888 1.495  -0.0150

---

Density functional theory data (the ωB97M-V functional and the def2-TZVPD basis) for a single CH3I2O2P molecule.

Output
ΔE to the lowest compared entry with this formula, charge and spin in kcal/mol: 8.8
SMILES: COP(=O)(I)I
Kohn-Sham gap in hartree: 0.333
E_LUMO in eV: -0.95

Last column: Löwdin charge in e.
Atoms and positions in Å:
C: -0.481 0.411 -1.203  -0.1906
O: 0.966 -2.135 1.379  -0.4183
O: -0.009 -0.743 -0.544  -0.4206
P: 0.505 -0.781 0.999  -0.2417
I: -1.431 0.054 2.271  0.4864
I: 2.144 0.905 1.192  0.5751
H: -0.326 0.302 -2.221  0.0557
H: 0.096 1.508 -1.061  0.1199
H: -1.464 0.480 -0.811  0.0342

---

Density functional theory data (the ωB97M-V functional and the def2-TZVPD basis) for 2 unconnected molecules or ions with the total composition C9H14O.

Output
ΔE to the lowest compared entry with this formula, charge and spin in kcal/mol: 21.5
SMILES: Cc1ccc(O)cc1.CC
Kohn-Sham gap in hartree: 0.349
E_LUMO in eV: 0.90

Last column: Löwdin charge in e.
Atoms and positions in Å:
C: -0.334 3.436 -1.578  -0.1525
C: 0.707 2.508 -0.896  -0.1619
H: -1.022 2.868 -2.205  0.0564
H: -0.881 4.012 -0.841  0.0547
H: 0.164 4.063 -2.315  0.0547
H: 1.663 2.708 -1.384  0.0591
H: 0.479 1.455 -1.045  0.0483
H: 0.988 2.717 0.129  0.0515
C: -2.254 -1.774 -0.543  -0.0621
C: 1.483 -1.157 1.364  -0.3263
C: 0.570 -0.148 1.291  -0.0251
C: 1.155 -2.483 1.012  -0.0100
C: -0.728 -0.396 0.769  -0.0405
C: -0.120 -2.725 0.514  -0.0538
C: -1.050 -1.703 0.388  -0.2808
O: 2.800 -0.832 1.608  0.0288
H: 0.741 0.874 1.599  0.1048
H: 3.212 -1.358 2.290  0.0961
H: 1.890 -3.259 1.152  0.1102
H: -1.491 0.360 0.715  0.1078
H: -0.292 -3.782 0.329  0.1122
H: -2.781 -2.722 -0.374  0.0755
H: -1.870 -1.642 -1.557  0.0833
H: -3.031 -1.018 -0.423  0.0698

---

Density functional theory data (the ωB97M-V functional and the def2-TZVPD basis) for a molecular structure, C14H17N7O7PS4W.

Output
ΔE to the lowest compared entry with this formula, charge and spin in kcal/mol: 4.8
Spin multiplicity: 2
Kohn-Sham gap (spin up / spin down) in hartree: 0.266 / 0.259
E_LUMO (spin up / spin down) in eV: -1.33 / -1.77

Last column: Löwdin charge in e.
Atoms and positions in Å:
W: 0.873 0.393 0.036  1.2857
N: 1.932 -3.751 -1.525  0.1002
C: 1.654 -2.651 -0.798  -0.8118
S: 0.340 -1.642 -1.323  0.6371
N: 2.348 -2.432 0.279  0.0113
N: 1.942 -1.309 0.931  -0.1546
C: 2.363 -1.192 2.139  -0.0360
C: 1.857 -0.099 2.934  -0.2496
C: 2.202 0.108 4.257  0.0148
C: 1.599 1.146 4.946  -0.0242
C: 0.668 1.937 4.297  -0.0143
C: 0.383 1.678 2.968  -0.1500
N: 0.961 0.679 2.307  -0.1188
H: 1.600 -3.794 -2.472  0.0897
H: 2.788 -4.235 -1.307  0.1086
H: 3.021 -1.948 2.549  0.1432
H: 2.930 -0.538 4.728  0.1233
H: 1.856 1.336 5.980  0.1177
H: 0.183 2.764 4.793  0.1194
H: -0.308 2.284 2.401  0.1152
O: 2.415 3.289 1.827  -0.2583
S: 2.271 2.739 0.514  0.4021
O: 2.896 3.399 -0.577  -0.2371
O: 0.763 2.437 0.221  -0.5227
O: 2.656 1.216 0.537  -0.4502
C: -3.870 -3.115 -1.600  -0.0632
C: -3.588 -2.049 -0.573  -0.2787
O: -2.980 -0.929 -1.262  -0.3403
P: -2.325 0.289 -0.489  -0.0571
S: -1.367 -0.216 1.186  0.4419
S: -0.927 1.107 -1.648  0.4598
O: -3.538 1.226 -0.100  -0.2999
C: -4.653 1.473 -0.997  -0.2462
C: -4.240 2.239 -2.233  -0.0817
H: -4.325 -3.979 -1.116  0.0837
H: -2.943 -3.429 -2.078  0.0806
H: -4.552 -2.746 -2.366  0.0817
H: -2.890 -2.401 0.188  0.0891
H: -4.502 -1.706 -0.081  0.1205
H: -5.355 2.040 -0.391  0.1228
H: -5.106 0.515 -1.257  0.1092
H: -3.714 3.154 -1.962  0.0879
H: -5.130 2.505 -2.804  0.0848
H: -3.594 1.640 -2.875  0.0598
O: 1.821 0.767 -1.792  -0.4213
N: 2.827 -0.078 -1.813  -0.0409
C: 3.876 0.245 -2.477  -0.2741
C: 4.945 -0.717 -2.473  -0.1626
N: 5.796 -1.487 -2.476  0.1610
C: 4.006 1.449 -3.256  -0.1497
N: 4.137 2.392 -3.898  0.1919

---

Density functional theory data (the ωB97M-V functional and the def2-TZVPD basis) for 2 unconnected molecules or ions with the total composition C10H16.

Output
ΔE to the lowest compared entry with this formula, charge and spin in kcal/mol: 22.0
SMILES: Cc1ccccc1.CCC
Kohn-Sham gap in hartree: 0.367
E_LUMO in eV: 0.97

Last column: Löwdin charge in e.
Atoms and positions in Å:
C: 2.916 -2.365 -1.369  -0.2989
C: 2.148 -1.120 -1.942  -0.1102
C: 1.999 -3.478 -0.915  -0.1309
H: 3.650 -2.640 -2.130  0.0909
H: 3.505 -1.963 -0.543  0.0890
H: 2.593 -0.694 -2.823  0.0549
H: 2.039 -3.614 0.174  0.0688
H: 0.964 -3.321 -1.223  0.0601
H: 2.094 -0.345 -1.166  0.0643
H: 1.097 -1.376 -2.075  0.0472
H: 2.226 -4.497 -1.241  0.0639
C: -1.689 1.105 3.139  -0.0680
C: -1.867 3.229 -0.037  -0.0936
C: -1.780 2.903 1.320  -0.0422
C: -1.715 2.259 -0.999  -0.1043
C: -1.686 1.554 1.709  -0.2814
C: -1.546 0.925 -0.605  -0.0902
C: -1.592 0.561 0.730  -0.0575
H: -1.961 4.261 -0.358  0.1002
H: -1.524 3.554 2.141  0.1053
H: -1.805 2.402 -2.066  0.0991
H: -1.426 0.239 -1.437  0.0959
H: -2.692 1.015 3.547  0.0804
H: -1.092 1.720 3.829  0.0803
H: -1.675 -0.475 1.031  0.1075
H: -1.180 0.162 3.307  0.0694